The following is a DFT calculation (ωB97M-V with the def2-TZVPD basis set) of an isolated ion of composition C4H12N3S and charge +1.

Geometry as XYZ:
```
20
Properties=species:S:1:pos:R:3:forces:R:3
C 1.8078 0.9428 0.7261 0.01 -0.05 -0.15
C 1.3204 0.1111 -0.4579 0.34 0.43 0.17
N 0.0979 -0.6189 -0.1746 -3.89 2.09 0.53
C 0.1919 -1.9401 0.4064 -0.10 -0.32 0.18
C -1.1419 0.1229 0.0130 3.64 -2.01 -0.85
N -1.2417 1.3638 -0.4244 -0.05 0.06 -0.01
N -2.1881 -0.4789 0.5845 -0.57 -0.13 0.01
S -3.7938 0.1562 0.4753 0.37 -0.21 0.12
H 2.7659 1.3956 0.4815 0.04 0.07 0.03
H 1.1034 1.7388 0.9695 0.05 0.00 0.06
H 1.9452 0.3181 1.6073 0.00 -0.02 0.03
H 2.0732 -0.6341 -0.7192 -0.13 0.08 -0.11
H 1.1790 0.7403 -1.3417 0.05 -0.13 -0.03
H -0.5780 -2.5973 -0.0041 0.06 -0.03 0.01
H 0.1242 -1.9292 1.4974 0.02 -0.02 0.02
H 1.1550 -2.3643 0.1334 -0.06 0.00 -0.01
H -2.1513 1.8079 -0.4062 0.13 0.01 0.00
H -0.4914 1.8063 -0.9284 -0.02 -0.06 0.06
H -2.1081 -1.4503 0.8576 0.10 0.22 -0.05
H -3.8418 0.6659 1.7189 0.02 0.01 -0.01
```
Positions in Å, forces in eV/Å.

The HOMO energy comes out at -13.79 eV. The molar mass is 134.228 g/mol. For the energy relative to the best compared isomer or geometry (same formula, charge and spin), the calculation gives 0.0 kJ/mol. Its structure (SMILES) is CC/[N+](C)=C(\N)NS. The value obtained for the LUMO energy is -0.1145 Eh. Its charge is +1.